A | The following is a DFT calculation (ωB97M-V with the def2-TZVPD basis set) of the molecule C6H11NS.

The calculation puts the gap between HOMO and LUMO at 8.38 eV. Its multiplicity is 1. For the LUMO energy, the calculation gives 0.0323 Ha. Its charge is 0. The HOMO energy comes out at -7.504 eV.

Last column: natural (NBO) charge in e.
Positions of all 19 atoms, in Å:
H1 -0.4131 1.9926 -0.9682  0.24
H2 -1.8674 -0.0350 -1.9214  0.22
C1 -0.6896 -3.2674 0.0287  -0.69
H3 -1.2837 1.0124 0.2034  0.21
H4 -0.1183 -3.7769 0.7840  0.24
H5 -0.3966 1.2398 1.9084  0.20
H6 1.0209 0.6677 2.7901  0.23
H7 -0.1514 -0.4633 2.0411  0.22
N1 -0.4899 -1.3583 -1.5948  -0.42
H8 3.0336 2.1296 0.1432  0.24
H9 -1.4472 -3.8594 -0.3282  0.23
S1 1.1470 0.7832 0.2881  0.82
C2 -0.8192 0.0008 -1.7918  -0.24
C3 0.3116 0.5080 1.9924  -0.76
C4 1.9279 2.1691 0.1079  -1.06
H10 -0.3624 0.3359 -2.7238  0.21
C5 -0.4247 -2.1942 -0.6903  0.45
C6 -0.5126 0.9807 -0.6567  -0.54
H11 1.5352 3.1348 0.3881  0.21

***

B | The following is a DFT calculation (ωB97M-V with the def2-TZVPD basis set) of the molecule C6H11NS.

The calculation puts the gap between HOMO and LUMO at 9.21 eV. Its SMILES is N[C@H]1C[C@]12CCCS2. Its multiplicity is 1. For the LUMO energy, the calculation gives 0.0339 Ha. Its charge is 0. The HOMO energy comes out at -8.287 eV.

Last column: natural (NBO) charge in e.
Positions of all 19 atoms, in Å:
H1 1.8914 -0.3444 -1.8501  0.22
H2 -1.4582 0.3711 1.6845  0.21
C1 -1.8610 0.4521 0.6507  -0.41
H3 -2.8202 0.9758 0.5953  0.22
H4 -0.3545 2.0035 0.0974  0.21
C2 1.7094 0.1751 0.3638  -0.06
S1 -0.3711 -1.5160 -0.5892  0.19
C3 -2.0200 -0.9734 0.0856  -0.49
H5 1.7276 -1.4762 1.4380  0.37
C4 0.3929 0.0599 -0.3524  -0.21
H6 -2.6829 -0.9491 -0.7770  0.20
H7 2.7714 -1.5189 0.1495  0.36
C5 1.5807 0.4007 -1.1565  -0.43
H8 1.8032 1.1420 0.9162  0.19
H9 -1.1731 1.2954 -1.2395  0.21
C6 -0.7766 1.0814 -0.2297  -0.39
N1 2.4259 -0.9436 0.8976  -0.82
H10 -2.4604 -1.6877 0.7501  0.22
H11 1.6755 1.4525 -1.4344  0.22

***

Most stable: B. Least stable: A.

***

A | The following is a DFT calculation (ωB97M-V with the def2-TZVPD basis set) of the molecule C6H9N.

The calculation puts the gap between HOMO and LUMO at 8.18 eV. Its multiplicity is 1. For the LUMO energy, the calculation gives 0.0228 Ha. Its charge is 0. The HOMO energy comes out at -7.556 eV.

Last column: natural (NBO) charge in e.
Positions of all 16 atoms, in Å:
H1 0.7198 -2.0081 -1.3586  0.21
C1 -2.1790 0.2033 0.5588  -0.59
N1 0.1775 0.8486 0.1104  -0.54
H2 -1.4586 1.5207 -1.0412  0.23
H3 2.4043 -0.0097 1.3959  0.23
H4 0.4561 1.6418 0.6689  0.40
H5 -2.0173 0.7204 1.5081  0.20
H6 3.0246 0.3810 -0.2179  0.24
C2 -1.1455 0.6143 -0.5110  -0.19
C3 2.3560 -0.2861 0.3374  -0.67
H7 -2.1083 -0.8748 0.7324  0.23
H8 -3.1902 0.4132 0.2049  0.23
C4 0.9621 -0.1780 -0.1926  0.34
H9 2.7226 -1.3081 0.2191  0.24
C5 0.2775 -1.0674 -1.0420  -0.48
C6 -1.0017 -0.6110 -1.3726  -0.07

***

B | The following is a DFT calculation (ωB97M-V with the def2-TZVPD basis set) of the molecule C6H9N.

The calculation puts the gap between HOMO and LUMO at 8.85 eV. Its SMILES is Cc1c[nH]c(C)c1. Its multiplicity is 1. For the LUMO energy, the calculation gives 0.0386 Ha. Its charge is 0. The HOMO energy comes out at -7.799 eV.

Last column: natural (NBO) charge in e.
Positions of all 16 atoms, in Å:
H1 -1.3229 2.1398 -0.3829  0.21
C1 -1.1463 -0.0700 -0.1295  -0.09
H2 3.2178 0.3122 -0.5442  0.21
H3 2.8562 -0.0281 1.1560  0.22
H4 0.0907 -1.9356 0.0479  0.21
H5 -2.7688 -0.4687 1.1922  0.21
C2 -0.7437 1.2323 -0.2763  -0.09
C3 2.5774 -0.2731 0.1240  -0.64
C4 -2.5483 -0.5396 0.1196  -0.62
N1 0.6284 1.2573 -0.2558  -0.51
C5 0.0423 -0.8565 -0.0450  -0.30
H6 1.1856 2.0928 -0.2976  0.41
H7 2.8025 -1.3308 -0.0345  0.23
C6 1.1237 -0.0110 -0.1011  0.13
H8 -3.3008 0.0651 -0.3986  0.21
H9 -2.6937 -1.5861 -0.1742  0.21

***

Most stable: B. Least stable: A.

***

A | The following is a DFT calculation (ωB97M-V with the def2-TZVPD basis set) of the molecule C6H9N.

The calculation puts the gap between HOMO and LUMO at 9.58 eV. Its SMILES is CC#CC[C@H]1CN1. Its multiplicity is 1. For the LUMO energy, the calculation gives 0.0388 Ha. Its charge is 0. The HOMO energy comes out at -8.525 eV.

Last column: natural (NBO) charge in e.
Positions of all 16 atoms, in Å:
H1 -2.7321 0.8269 2.0100  0.24
C1 -1.0372 0.4217 0.9962  -0.04
C2 1.0317 -1.1672 -0.0674  -0.28
H2 0.1315 -0.8491 0.5825  0.23
H3 2.5552 0.2511 -1.0508  0.20
H4 1.2396 -1.5632 -2.1330  0.36
C3 1.5187 0.0377 -0.7812  -0.07
C4 -0.3861 1.1948 0.3263  0.01
H5 -1.7644 -0.4358 2.8066  0.23
H6 -2.7215 -0.8294 1.3601  0.23
H7 1.6018 -2.0289 0.3115  0.20
H8 1.3706 2.2724 -0.0742  0.23
C5 0.7260 1.4988 -0.5358  -0.48
N1 0.7041 -0.9663 -1.4933  -0.61
H9 0.3815 1.8633 -1.5148  0.24
C6 -2.1151 -0.0586 1.8429  -0.68

***

B | The following is a DFT calculation (ωB97M-V with the def2-TZVPD basis set) of a structure of composition C6H9N.

The calculation puts the gap between HOMO and LUMO at 9.73 eV. Its multiplicity is 1. For the LUMO energy, the calculation gives 0.0440 Ha. Its charge is 0. The HOMO energy comes out at -8.529 eV.

Last column: natural (NBO) charge in e.
Positions of all 16 atoms, in Å:
H1 -0.1950 -1.7018 1.5568  0.16
H2 -1.2641 1.2599 0.9644  0.21
H3 1.0959 0.7955 -2.5917  0.22
C1 0.9285 0.4826 0.7586  -0.39
H4 -0.7790 2.4345 -1.4436  0.22
H5 -1.0346 -2.5404 0.2348  0.20
C2 0.8064 -0.3261 -0.5573  -0.11
H6 1.7007 1.2517 0.8320  0.21
C3 -0.5017 0.8658 0.2936  -0.11
C4 0.6484 0.7741 -1.6059  -0.19
N1 -0.6613 -0.5480 -0.2310  -0.41
H7 0.9194 -0.1702 1.6446  0.20
H8 -1.8979 -1.3774 1.2322  0.20
H9 1.4255 -1.1919 -0.8001  0.21
C5 -0.9392 -1.5848 0.7526  -0.43
C6 -0.2522 1.5764 -1.0401  -0.19

***

Most stable: B. Least stable: A.